(1)
Below is 2 unconnected molecules or ions with the total composition C3H11N2, with properties calculated with wB97M-V/def2-TZVPD.

Geometry as XYZ:
```
16
Properties=species:S:1:pos:R:3:forces:R:3
N 0.7675 -1.0688 0.1758 -2.1 0.2 -1.1
N -1.9854 0.4590 1.6322 -0.1 0.3 0.7
C 1.2342 -0.3576 -2.1355 -1.0 0.3 0.9
C 0.3671 0.0246 -0.9190 0.7 -2.7 -0.4
C -1.4252 1.4237 2.2424 0.7 -0.3 -1.9
H 1.0858 -1.4220 -2.2892 -0.2 -0.1 -0.5
H 2.2814 -0.2408 -1.8928 0.3 0.5 -0.3
H 0.5423 0.9907 -0.4903 -0.1 0.4 0.2
H -0.6871 -0.2412 -1.0864 0.4 0.9 0.0
H -2.9811 0.5058 1.8759 0.1 -0.4 -0.3
H 0.8720 0.1976 -2.9985 0.5 0.0 -0.1
H -1.9585 2.1971 2.7505 -0.2 0.3 0.8
H -0.1278 -1.5438 0.3373 -0.1 0.7 1.2
H -0.3649 1.6030 2.0020 -0.2 0.0 0.6
H 1.1484 -0.6373 1.0115 0.2 -0.6 0.2
H 1.2313 -1.8900 -0.2159 1.3 0.7 0.1
```
Positions in Å, forces in eV/Å.

## Properties
Charge: +1
Energy above the lowest of the compared OMol25 structures with the same formula, charge and spin, kcal/mol: 40.4
DFT total energy, eV: -6261.8314
F_max, eV/Å: 2.80
Highest occupied orbital energy, eV: -14.30
LUMO energy, eV: -3.489

---

(2)
Below is 10 unconnected molecules or ions with the total composition C4H30NO9S2, with properties calculated with wB97M-V/def2-TZVPD.

Geometry as XYZ:
```
46
Properties=species:S:1:pos:R:3:forces:R:3
S -1.3922 0.1341 -3.1505 -0.9 0.8 -0.2
S 0.4285 -0.5647 -2.8661 1.1 -1.0 0.6
O -0.6225 4.0768 -0.1403 1.8 0.7 1.7
O 1.4679 -3.0727 1.2958 0.4 -0.1 1.1
O -1.1637 -3.5282 1.1846 0.2 0.9 0.8
O 2.3882 1.3094 1.5342 -1.7 0.0 -0.7
O 1.7940 -0.9361 2.8667 -0.8 -0.9 0.7
O -0.6193 -0.0063 3.5721 -0.2 0.9 0.0
O -2.1797 -1.1108 1.6817 7.3 -1.4 -0.3
O 0.0994 2.6353 2.0004 -0.1 0.2 -0.3
O -0.2673 0.3776 0.5522 0.5 -0.7 -1.3
N 2.0555 -0.8645 -0.1440 -0.2 -1.0 -1.3
C 2.6255 -0.0566 -1.2800 1.5 0.1 0.3
C 1.5329 0.6553 -2.0303 -0.8 1.0 -0.4
C -2.4766 -0.1245 -1.6915 -0.3 -1.4 -0.7
C -2.8127 1.1861 -1.0379 -3.3 0.5 -0.8
H -0.1654 1.1135 1.1330 0.0 0.7 0.9
H -3.4862 0.9711 -0.1777 0.5 0.3 -0.3
H -0.1858 -3.3840 1.1616 -0.3 -0.4 -0.1
H 1.1624 -0.4231 0.2047 0.1 -0.2 -0.1
H -3.3726 -0.6553 -2.1594 1.0 0.8 0.8
H -1.2364 3.7343 -0.7347 -1.7 -0.7 -1.7
H 1.9219 1.3011 -2.8335 0.2 -0.2 0.5
H -0.9889 -0.1661 0.8920 -0.5 -0.2 0.2
H 0.9163 -0.7026 3.2694 0.4 -0.2 -0.1
H -1.9030 -2.0843 1.5778 -0.2 0.8 -0.1
H -3.0408 -1.0944 1.7022 -7.5 0.3 0.2
H -0.6835 0.9431 3.3551 0.1 -0.5 0.3
H 2.0423 -0.0989 2.4761 0.4 0.6 -0.3
H -0.6439 5.0377 -0.1786 -0.1 0.0 -0.1
H 3.3826 0.6792 -0.8378 -1.3 -0.9 -0.6
H 1.5179 -2.3543 2.0178 0.2 -0.5 -0.7
H 3.0776 1.7762 1.9508 1.5 0.9 0.8
H 3.2112 -0.7574 -1.9107 -0.4 0.4 0.2
H -3.4364 1.8927 -1.7226 1.2 -1.3 1.0
H 1.5770 1.8863 1.6541 0.8 -0.6 -0.2
H 0.9516 1.2906 -1.3359 0.2 -0.4 -0.4
H -1.4216 -4.1320 0.5050 -0.1 -0.5 -0.6
H 2.7072 -0.8640 0.6209 0.2 -0.2 0.4
H -0.2158 3.1853 1.2303 0.1 0.1 0.5
H 0.4249 3.2201 2.6885 -0.2 0.3 0.1
H -2.0210 -0.8306 -0.9646 -0.1 0.4 -0.7
H 1.9188 -3.8566 1.6700 -0.3 0.6 -0.3
H -1.2998 -0.4061 3.0002 0.0 -0.2 0.1
H 1.8755 -1.8827 -0.4066 0.1 1.7 0.6
H -1.9450 1.6807 -0.7155 1.1 0.6 0.5
```
Positions in Å, forces in eV/Å.

## Properties
Charge: +1
Energy above the lowest of the compared OMol25 structures with the same formula, charge and spin, kcal/mol: 0.0
DFT total energy, eV: -46218.9227
F_max, eV/Å: 7.49
Highest occupied orbital energy, eV: -11.55
LUMO energy, eV: -2.599

---

(3)
Below is a molecular structure, C23H33AsN2OOsS, with properties calculated with wB97M-V/def2-TZVPD.

Geometry as XYZ:
```
62
Properties=species:S:1:pos:R:3:forces:R:3
Os -0.1101 -0.8771 -0.1739 0.0 0.0 -0.1
As 1.1020 1.2389 -0.7081 0.1 0.0 -0.1
S -2.2711 -1.6339 -2.3134 0.0 0.0 0.0
O -0.7754 -1.8263 -1.6731 -0.1 0.0 0.0
N 0.1950 -1.4162 1.6649 -0.1 0.0 0.1
N 1.6599 -2.0049 -0.4714 0.0 0.0 0.0
C -0.6124 -1.1294 2.7335 0.0 0.0 0.0
C 1.3238 -2.2152 1.8935 0.0 0.0 -0.1
C 2.8340 2.8956 0.8558 0.0 0.0 0.0
C 2.5478 0.9013 -1.9682 0.0 0.0 0.0
C -0.2626 2.6754 -2.8599 0.0 0.0 0.0
C 1.6475 -2.6878 3.1841 0.0 0.0 0.0
C -2.4601 -0.1395 -0.0193 0.0 -0.1 0.0
C 2.1240 -2.5412 0.8121 0.0 0.0 0.0
C 1.8547 1.7288 1.0310 0.0 0.1 0.1
C -3.9024 3.3108 0.7903 0.0 0.0 0.0
C 3.5870 -3.7977 2.2515 0.0 0.0 0.1
C -3.4683 2.0963 0.0305 0.0 0.0 0.0
C -0.3350 -1.5529 4.0064 0.0 0.0 0.0
C 2.1794 0.1050 -3.2175 0.0 0.0 0.0
C -3.7631 1.9560 -1.3268 0.0 0.0 0.0
C -2.7886 -0.2229 -1.3961 0.1 0.0 0.1
C 3.2474 -3.3229 0.9747 0.0 0.0 -0.1
C 0.7936 -2.3399 4.2417 0.0 0.0 0.0
C -3.3962 0.8189 -2.0581 0.0 0.0 -0.1
C 2.8059 -3.4886 3.3391 0.0 0.0 0.0
C -2.8077 1.0327 0.6650 0.0 0.0 0.0
C -0.0317 2.6762 -1.3533 0.0 0.0 0.0
C -3.1936 -3.0110 -1.6662 0.0 0.0 0.0
H 3.8681 -3.5814 0.1229 0.0 0.0 0.0
H -2.4012 -1.0609 0.5674 0.0 0.0 0.0
H -4.2117 -2.8817 -2.0490 0.0 0.0 0.0
H 3.6959 2.6267 0.2465 0.0 0.0 0.0
H -3.4043 3.3934 1.7541 0.0 0.0 0.0
H -0.8896 3.5299 -3.1159 0.0 0.0 0.0
H 1.4220 -2.7791 -1.1001 0.0 0.0 0.0
H -4.2924 2.7523 -1.8392 0.0 0.0 0.0
H 1.0078 -2.6920 5.2460 0.0 0.0 0.0
H 2.4229 -1.5127 -0.9385 0.0 0.0 0.0
H -0.7674 1.7735 -3.2091 0.0 0.0 0.0
H 3.0638 0.0145 -3.8479 0.0 0.0 0.0
H -3.6117 0.7642 -3.1198 0.0 0.0 0.0
H 2.3480 0.8509 1.4513 0.0 0.0 0.0
H 2.3589 3.7803 0.4333 0.0 0.0 0.0
H -1.4864 -0.5299 2.5280 0.0 0.0 0.0
H -4.9789 3.2574 0.9742 0.0 0.0 0.0
H 2.8805 1.9094 -2.2366 0.0 0.0 0.0
H 1.8280 -0.9069 -3.0016 0.0 0.0 0.0
H 0.5023 3.5770 -1.0353 0.0 0.0 0.0
H -2.7640 -3.9152 -2.1011 0.0 0.0 0.0
H -0.9560 2.6293 -0.7779 0.0 0.0 0.0
H -1.0020 -1.2806 4.8135 0.0 0.0 0.0
H 3.2016 3.1702 1.8455 0.0 0.0 0.0
H 3.0676 -3.8559 4.3244 0.0 0.0 0.0
H -3.1886 -3.0276 -0.5780 0.0 0.0 0.0
H 4.4681 -4.4137 2.3742 0.0 0.0 0.0
H 1.4122 0.6029 -3.8069 0.0 0.0 0.0
H 0.6670 2.7932 -3.4148 0.0 0.0 0.0
H -3.7267 4.2209 0.2169 0.0 0.0 0.0
H 3.3687 0.4608 -1.3955 0.0 0.0 0.0
H 1.0095 1.9974 1.6671 0.0 0.0 0.0
H -2.6356 1.1049 1.7332 0.0 0.0 0.0
```
Positions in Å, forces in eV/Å.

## Properties
Charge: +4
Energy above the lowest of the compared OMol25 structures with the same formula, charge and spin, kcal/mol: 0.0
DFT total energy, eV: -103512.4915
F_max, eV/Å: 0.12
Highest occupied orbital energy, eV: -21.14
LUMO energy, eV: -14.889

---

(4)
Below is C16H14N4 in the gas phase, with properties calculated with wB97M-V/def2-TZVPD.

Geometry as XYZ:
```
34
Properties=species:S:1:pos:R:3:forces:R:3
N -0.7145 1.9866 1.1824 -0.9 1.4 -0.2
N 2.9091 0.2359 2.0710 -0.3 -0.1 -0.2
N -1.5758 2.8761 1.3397 -1.2 2.4 -1.5
N -2.2709 3.7865 1.2267 1.8 -2.7 0.8
C 4.3009 0.6189 2.0280 0.1 0.3 -0.1
C 0.6667 0.3868 2.2249 0.5 -0.4 0.3
C 2.4500 -1.0680 2.1796 -0.2 1.0 0.6
C 1.0354 -1.0300 2.3522 0.9 0.9 -0.2
C 2.5694 -3.3899 2.6535 0.6 0.2 -0.3
C 0.4092 -2.2319 2.6839 0.0 -0.5 -0.1
C 1.1780 -3.3965 2.8115 -0.6 0.3 0.1
C -3.0436 -1.6603 1.2141 0.4 0.3 0.3
C 1.8356 1.1026 2.0908 0.0 -1.0 0.0
C 3.2259 -2.2060 2.3121 -0.2 -0.7 0.2
C -1.9211 -0.8353 1.3453 -0.9 -0.5 -0.5
C -4.1444 -1.4626 2.0535 0.0 0.2 -0.1
C -4.1292 -0.4139 2.9884 0.3 -0.1 0.2
C -2.9818 0.3849 3.1540 -0.3 -0.4 -0.6
C -0.6700 1.0649 2.2968 -0.2 -0.5 1.7
C -1.8997 0.1631 2.2969 0.6 0.4 0.2
H 3.1640 -4.3046 2.7991 -0.5 0.4 -0.1
H 4.5236 1.1584 1.0957 0.0 -0.2 0.2
H -5.0123 -2.1298 1.9660 0.3 0.5 0.1
H -3.0070 -2.4500 0.4665 -0.3 0.1 0.2
H 4.5568 1.2756 2.8754 -0.1 -0.3 -0.2
H 4.9080 -0.2899 2.0833 0.0 0.4 -0.1
H -0.6686 -2.2359 2.8307 0.3 -0.3 0.1
H -2.9322 1.1825 3.9081 -0.1 -0.4 -0.4
H -5.0071 -0.2212 3.6096 0.3 -0.2 -0.2
H -1.0485 -0.9678 0.7049 -0.3 0.0 0.1
H 2.0086 2.1722 2.0103 -0.2 -0.3 0.0
H 0.6715 -4.3318 3.0406 0.1 0.2 0.1
H 4.3028 -2.1377 2.1730 -0.2 -0.3 0.1
H -0.7089 1.6377 3.2490 0.0 -0.1 -0.3
```
Positions in Å, forces in eV/Å.

## Properties
Energy above the lowest of the compared OMol25 structures with the same formula, charge and spin, kcal/mol: 62.0
DFT total energy, eV: -22777.5605
F_max, eV/Å: 3.29
Highest occupied orbital energy, eV: -7.81
LUMO energy, eV: 0.756

---

(5)
Below is a gas-phase ion, C8H16NS (charge +1), with properties calculated with wB97M-V/def2-TZVPD.

Geometry as XYZ:
```
26
Properties=species:S:1:pos:R:3:forces:R:3
S 1.5719 -0.6531 -1.4053 -0.4 0.7 0.1
N -0.6005 1.1525 -1.4309 1.4 2.2 0.7
C -0.9598 2.4941 -2.0029 -3.0 0.3 -0.4
C -0.2748 -1.8953 1.8786 0.5 -0.1 0.7
C -0.7397 1.5762 -0.0137 1.0 -1.7 0.5
C 0.6536 -0.9424 -0.1222 -0.3 0.5 0.6
C -1.9089 0.9989 0.6257 1.8 -0.1 1.5
C 0.8037 0.9746 -1.7909 2.0 -0.1 -2.4
C 0.8223 -2.0149 0.8306 0.0 -2.7 -0.1
C 2.2297 -2.0192 1.5140 0.2 4.6 -4.3
H -1.1701 0.4581 -1.8424 -1.1 -1.4 -0.2
H -0.1781 -0.8558 2.2062 -0.1 -0.3 0.8
H -2.1937 0.0022 0.2776 -0.6 0.4 0.2
H -2.5460 1.8593 0.4899 -1.3 0.2 0.0
H 2.1936 -1.0015 1.9467 1.0 -0.3 0.0
H 1.3741 1.8183 -1.3392 -0.4 -0.8 -0.3
H -0.8409 2.4109 -3.1077 -1.0 0.2 0.7
H 2.2388 -2.6432 2.2976 0.4 -2.8 2.4
H -1.3083 -2.0193 1.6060 -0.3 -0.1 -0.9
H -1.6458 1.0585 1.7393 -0.7 -0.4 -1.4
H 0.9386 0.9574 -2.9200 -0.5 0.7 1.2
H 3.0721 -2.0641 0.6815 -1.6 -0.2 2.2
H 0.8660 -3.0318 0.3678 -0.7 0.6 -0.2
H -0.1431 -2.6553 2.6563 0.2 0.5 0.3
H -0.2663 3.1967 -1.6597 1.2 0.9 0.6
H -1.9884 2.8382 -1.4830 2.0 -0.9 -2.1
```
Positions in Å, forces in eV/Å.

## Properties
Charge: +1
Energy above the lowest of the compared OMol25 structures with the same formula, charge and spin, kcal/mol: 172.9
DFT total energy, eV: -20866.6969
F_max, eV/Å: 6.33
Highest occupied orbital energy, eV: -12.24
LUMO energy, eV: -4.318

---

(6)
Below is a molecular structure, C12H19N2NiO6, with properties calculated with wB97M-V/def2-TZVPD.

Geometry as XYZ:
```
40
Properties=species:S:1:pos:R:3:forces:R:3
Ni 0.5101 1.3863 0.0539 0.7 -0.2 -0.7
O -0.2795 3.2308 1.1261 -1.2 -1.2 -0.3
O -1.3854 1.8320 -1.4544 -0.2 0.2 0.1
O 1.0579 4.7925 1.7062 0.0 0.6 0.3
O 1.0241 0.5830 2.2109 -0.2 0.3 0.0
O 1.7877 3.1177 0.5961 0.4 -0.8 -0.5
O -1.4427 0.3571 0.9751 -0.1 0.0 0.1
N 0.8570 3.7261 1.1486 0.7 1.2 0.6
N 1.0594 0.0963 -1.1125 -0.4 1.4 0.8
C 1.0536 -3.9965 -1.7588 -0.1 -0.5 -0.1
C 0.0326 -3.3916 -1.0308 0.1 -0.4 -0.1
C -0.0112 -0.1902 2.7577 -0.5 -0.1 0.1
C -1.0472 1.7229 -2.8167 0.0 -0.1 -0.2
C 2.1589 -1.8645 -1.9405 0.2 0.1 0.1
C 0.0573 -2.0516 -0.7555 0.0 0.4 0.2
C -1.3325 0.4632 2.3710 0.2 -0.2 0.4
C -2.5639 1.0074 0.4336 -0.2 0.1 -0.5
C 1.1080 -1.1949 -1.2306 0.0 -0.7 -0.4
C -2.4213 0.9593 -1.0825 -0.2 -0.2 0.3
C 2.1208 -3.2120 -2.1870 0.0 -0.2 0.0
C 2.2795 -0.0498 2.2584 0.3 -0.2 0.0
H 0.0202 -1.2080 2.3414 0.0 0.1 0.1
H -0.2604 2.4494 -3.0007 0.0 0.0 -0.1
H 2.9830 0.6358 1.7893 0.0 -0.1 0.0
H -1.9194 1.9473 -3.4500 0.1 0.0 0.1
H -2.5893 2.0561 0.7549 -0.1 0.0 0.1
H 2.2631 -0.9938 1.7004 0.0 0.1 0.0
H -1.3202 1.5184 2.6725 -0.1 0.0 0.0
H 2.9383 -3.6794 -2.7272 0.0 0.0 0.0
H -2.1786 -0.0556 2.8545 0.2 0.1 0.0
H -0.7922 -3.9973 -0.6650 0.0 0.0 0.0
H -3.4866 0.4900 0.7535 0.1 0.2 -0.1
H 2.9914 -1.2666 -2.2831 0.1 0.1 -0.1
H -3.3680 1.2639 -1.5643 0.1 -0.1 0.1
H 1.0153 -5.0540 -1.9833 0.0 -0.1 0.0
H -2.1777 -0.0687 -1.3885 0.0 0.1 0.0
H -0.7315 -1.5886 -0.1811 -0.1 0.0 0.0
H -0.6650 0.7234 -3.0501 0.0 0.1 0.1
H 2.5737 -0.2476 3.3005 0.0 0.1 -0.1
H 0.0808 -0.2483 3.8581 0.0 0.0 -0.2
```
Positions in Å, forces in eV/Å.

## Properties
Charge: -1
DFT total energy, eV: -69055.9620
Expectation value of S²: 2.014
F_max, eV/Å: 1.70
Spin multiplicity: 3
Highest occupied orbital energy (alpha / beta), eV: -2.72 / -2.63
LUMO energy (alpha / beta), eV: 3.115 / 3.110

---

| no. | M (g mol⁻¹) |
| --- | --- |
| 1 | 75.135 |
| 2 | 300.416 |
| 3 | 650.749 |
| 4 | 262.316 |
| 5 | 158.290 |
| 6 | 345.985 |